Density functional theory data (the ωB97M-V functional and the def2-TZVPD basis) for a 10-piece molecular cluster, C5H29N2O10 overall at a distorted geometry.

As for the total energy: -1069.62963 a.u. As for the maximum force: 3.30 eV/Å. As for the LUMO energy: -2.390 eV. The calculation puts the frontier orbital gap at 10.183 eV. Its spin multiplicity is 1. For the energy above the lowest of the compared OMol25 structures with the same formula, charge and spin, the calculation gives 9.5 kcal per mole. The total charge is +1.

Last column: natural (NBO) charge in e.
CARTESIAN COORDINATES (ANGSTROEM)
O (2.782, -0.062, -1.546)  -0.56
C (2.863, -0.017, -0.363)  0.49
C (1.804, -0.631, 0.565)  -0.17
C (0.731, -1.380, -0.259)  -0.47
C (-0.144, -0.376, -0.926)  -0.19
C (-1.483, -0.375, -0.808)  -0.05
N (-2.261, 0.658, -1.503)  -0.72
N (2.375, -1.543, 1.574)  -0.85
H (3.706, 0.532, 0.128)  0.13
H (1.337, 0.186, 1.125)  0.23
H (1.231, -2.013, -1.003)  0.24
H (0.100, -2.089, 0.380)  0.24
H (0.356, 0.367, -1.514)  0.23
H (-2.110, -1.119, -0.254)  0.27
H (-3.063, 0.919, -0.982)  0.45
H (-1.673, 1.475, -1.635)  0.47
H (-2.513, 0.326, -2.423)  0.46
H (2.673, -2.357, 1.132)  0.37
H (3.183, -1.131, 2.066)  0.38
H (-0.279, 1.603, 2.647)  0.51
H (0.860, 2.409, 3.337)  0.49
O (0.443, 2.267, 2.511)  -0.99
H (-1.076, -0.371, 2.879)  0.51
H (-2.091, 0.376, 3.732)  0.50
O (-1.525, 0.469, 2.908)  -0.99
H (-0.229, 3.566, -1.960)  0.49
H (0.488, 2.497, -1.053)  0.51
O (-0.247, 2.630, -1.693)  -1.01
H (0.029, -2.247, 3.880)  0.50
H (0.745, -1.812, 2.599)  0.52
O (-0.089, -1.821, 3.028)  -1.00
H (-2.214, -3.499, 1.407)  0.48
H (-1.430, -2.330, 1.987)  0.48
O (-2.073, -2.532, 1.336)  -0.97
H (1.167, 2.389, 0.998)  0.52
H (2.235, 3.038, 0.172)  0.48
O (1.691, 2.299, 0.143)  -0.98
H (-0.531, -0.804, -3.525)  0.51
H (-1.602, -0.808, -4.595)  0.48
O (-1.459, -0.591, -3.695)  -1.00
H (-3.495, 2.097, 1.366)  0.48
H (-2.549, 0.980, 1.544)  0.49
O (-3.169, 1.336, 0.957)  -0.98
H (1.751, -1.203, -4.162)  0.49
H (1.689, -0.746, -2.723)  0.50
O (1.130, -1.165, -3.361)  -0.98

=====

Density functional theory data (the ωB97M-V functional and the def2-TZVPD basis) for a 9-piece molecular cluster, C5H29N2O8 overall at a distorted geometry.

As for the total energy: -918.95628 a.u. As for the maximum force: 5.20 eV/Å. As for the LUMO energy: -2.710 eV. The calculation puts the frontier orbital gap at 7.167 eV. Its spin multiplicity is 1. For the energy above the lowest of the compared OMol25 structures with the same formula, charge and spin, the calculation gives 134.8 kcal per mole. The total charge is +1.

Last column: natural (NBO) charge in e.
CARTESIAN COORDINATES (ANGSTROEM)
C (2.226, 2.310, 0.927)  -0.22
C (1.394, 1.322, 1.813)  -0.42
C (0.231, 0.690, 1.258)  -0.39
C (-0.979, 0.264, 1.905)  0.06
N (-1.991, -0.275, 1.220)  -0.63
C (-3.302, -0.404, 1.793)  -0.43
N (1.662, 2.921, -0.379)  -0.75
H (2.408, 3.171, 1.675)  0.22
H (3.149, 1.818, 0.664)  0.24
H (2.218, 0.434, 1.709)  0.20
H (1.368, 1.939, 2.717)  0.24
H (0.248, 0.639, 0.145)  0.18
H (-1.315, 0.308, 2.972)  0.22
H (-1.910, -0.458, 0.189)  0.41
H (-4.115, 0.530, 1.659)  0.19
H (-3.901, -1.147, 1.246)  0.21
H (-3.227, -0.914, 2.787)  0.21
H (2.033, 3.821, -0.714)  0.44
H (0.598, 2.927, -0.359)  0.48
H (1.944, 2.206, -1.147)  0.47
H (1.463, 1.056, -2.748)  0.49
H (2.232, 1.973, -3.757)  0.50
O (1.879, 1.950, -2.917)  -0.96
H (-1.849, 2.480, -0.922)  0.51
H (-1.834, 2.077, 0.692)  0.51
O (-1.312, 2.549, -0.025)  -1.00
H (3.322, -0.767, -0.458)  0.50
H (4.112, 0.068, -1.746)  0.49
O (3.830, 0.081, -0.839)  -0.99
H (-2.077, -0.138, -3.021)  0.46
H (-0.915, -0.262, -2.349)  0.48
O (-1.638, 0.314, -2.366)  -0.96
H (-0.210, -3.759, -1.068)  0.50
H (0.958, -3.492, -0.256)  0.46
O (0.778, -3.754, -1.227)  -0.97
H (-2.330, -3.444, 0.232)  0.49
H (-2.752, -3.100, -1.196)  0.49
O (-1.900, -3.190, -0.632)  -0.96
H (-1.017, -2.435, 4.181)  0.47
H (0.418, -2.473, 3.711)  0.47
O (-0.247, -1.851, 3.828)  -0.93
H (-0.106, -1.811, -3.890)  0.50
H (0.562, -2.265, -2.391)  0.52
O (-0.105, -1.910, -2.915)  -1.02

=====

Density functional theory data (the ωB97M-V functional and the def2-TZVPD basis) for a 9-piece molecular cluster, C5H29N2O9 overall at a distorted geometry.

As for the total energy: -994.52165 a.u. As for the maximum force: 6.44 eV/Å. As for the LUMO energy: 2.714 eV. The calculation puts the frontier orbital gap at 8.024 eV. Its spin multiplicity is 1. For the energy above the lowest of the compared OMol25 structures with the same formula, charge and spin, the calculation gives 98.1 kcal per mole. The total charge is -1.

Last column: natural (NBO) charge in e.
CARTESIAN COORDINATES (ANGSTROEM)
C (0.623, -0.040, -0.466)  -0.25
N (1.329, 0.193, 0.848)  -0.72
C (1.009, 1.444, 1.536)  0.11
O (-0.250, 1.512, 1.950)  -0.90
C (-0.214, -1.375, -0.411)  -0.44
C (-1.369, -1.257, -1.430)  -0.40
C (-2.435, -2.311, -1.040)  -0.21
N (-3.056, -1.753, 0.215)  -0.87
H (-0.076, 0.856, -0.725)  0.24
H (1.489, -0.045, -1.215)  0.23
H (1.165, -0.571, 1.506)  0.37
H (1.302, 2.234, 0.874)  0.13
H (1.589, 1.643, 2.398)  0.12
H (0.311, -2.346, -0.553)  0.20
H (-0.664, -1.322, 0.638)  0.20
H (-1.744, -0.280, -1.510)  0.22
H (-1.091, -1.447, -2.540)  0.17
H (-3.096, -2.450, -1.943)  0.19
H (-1.934, -3.161, -0.766)  0.18
H (-3.525, -0.784, 0.158)  0.36
H (-2.424, -1.622, 0.958)  0.36
H (3.563, 0.850, -0.631)  0.49
H (3.327, 1.653, -1.999)  0.47
O (3.157, 1.642, -0.990)  -0.96
H (-0.419, -3.633, 1.775)  0.46
H (-0.060, -2.522, 2.905)  0.51
O (0.122, -3.423, 2.595)  -0.98
H (1.970, -1.772, -2.900)  0.46
H (2.033, -0.598, -3.910)  0.48
O (2.389, -1.007, -3.056)  -0.93
H (-1.130, 1.717, 0.808)  0.51
H (-2.675, 1.924, 0.499)  0.46
O (-1.913, 1.934, -0.014)  -1.09
H (-2.458, 2.153, -1.531)  0.50
H (-2.215, 3.659, -1.351)  0.46
O (-2.432, 3.037, -2.000)  -0.99
H (-0.265, 2.853, -1.279)  0.48
H (1.157, 2.824, -1.523)  0.46
O (0.369, 2.703, -1.949)  -0.93
H (3.293, 0.232, 2.379)  0.45
H (2.918, -0.228, 1.217)  0.48
O (3.755, -0.380, 1.804)  -1.00
H (-0.458, 0.137, 2.852)  0.51
H (-0.409, -0.221, 4.371)  0.47
O (-0.555, -0.648, 3.447)  -1.03

=====

Density functional theory data (the ωB97M-V functional and the def2-TZVPD basis) for a 10-piece molecular cluster, C5H29NO10 overall at a distorted geometry.

As for the total energy: -1015.06815 a.u. As for the maximum force: 2.14 eV/Å. Its structure (SMILES) is CC(=O)NC(C)C.O.O.O.O.O.O.O.O.O. As for the LUMO energy: -0.103 eV. The calculation puts the frontier orbital gap at 9.684 eV. Its spin multiplicity is 1. For the energy above the lowest of the compared OMol25 structures with the same formula, charge and spin, the calculation gives 51.4 kcal per mole. The total charge is 0.

Last column: natural (NBO) charge in e.
CARTESIAN COORDINATES (ANGSTROEM)
C (0.081, 0.044, 2.710)  -0.73
C (0.054, 1.146, 1.701)  0.70
O (0.196, 2.323, 2.035)  -0.69
N (-0.402, 0.810, 0.452)  -0.66
C (-0.117, 1.782, -0.657)  -0.06
C (-1.165, 1.520, -1.758)  -0.61
C (1.308, 1.828, -1.223)  -0.62
H (-0.887, -0.478, 2.660)  0.26
H (0.807, -0.793, 2.531)  0.24
H (0.452, 0.359, 3.673)  0.24
H (-0.268, -0.180, 0.188)  0.43
H (-0.231, 2.757, -0.155)  0.22
H (-1.210, 0.444, -2.003)  0.21
H (-2.149, 1.788, -1.422)  0.22
H (-0.867, 2.020, -2.688)  0.21
H (2.072, 1.953, -0.456)  0.21
H (1.372, 2.719, -1.892)  0.22
H (1.568, 0.948, -1.808)  0.20
O (2.403, -1.668, -1.618)  -1.02
H (2.870, -1.789, -2.448)  0.49
H (3.015, -1.667, -0.843)  0.53
O (-4.094, 0.329, 1.826)  -0.94
H (-3.458, 0.940, 1.434)  0.48
H (-4.572, -0.047, 1.073)  0.46
O (-2.163, -2.357, -2.304)  -1.02
H (-2.639, -2.480, -3.123)  0.48
H (-1.229, -2.030, -2.393)  0.50
O (-2.563, 2.795, 1.948)  -0.95
H (-2.039, 3.404, 2.472)  0.49
H (-2.006, 2.538, 1.211)  0.47
O (0.613, -1.941, 0.449)  -1.02
H (1.117, -1.863, -0.396)  0.48
H (0.297, -2.880, 0.426)  0.51
O (0.145, -1.600, -3.187)  -0.95
H (0.749, -1.247, -2.481)  0.50
H (0.585, -2.412, -3.458)  0.48
O (2.601, 3.246, 1.799)  -0.95
H (2.077, 3.338, 2.594)  0.48
H (1.953, 2.909, 1.175)  0.47
O (3.213, -1.263, 0.852)  -0.98
H (3.159, -0.593, 1.535)  0.51
H (2.724, -2.066, 1.050)  0.50
O (-0.747, -4.199, 0.171)  -0.96
H (-1.318, -4.124, -0.602)  0.51
H (-1.305, -4.263, 0.949)  0.49

=====

Density functional theory data (the ωB97M-V functional and the def2-TZVPD basis) for one molecule with the formula C5H2N2O at a distorted geometry.

As for the total energy: -376.32434 a.u. As for the maximum force: 8.08 eV/Å. Its structure (SMILES) is N#CC(C#N)=CC=O. As for the LUMO energy: -2.353 eV. The calculation puts the frontier orbital gap at 8.590 eV. Its spin multiplicity is 1. For the energy above the lowest of the compared OMol25 structures with the same formula, charge and spin, the calculation gives 56.0 kcal per mole. The total charge is 0.

Last column: natural (NBO) charge in e.
CARTESIAN COORDINATES (ANGSTROEM)
N (-2.561, -1.959, -0.254)  -0.26
C (-1.771, -1.045, -0.097)  0.26
C (-0.787, 0.144, -0.097)  -0.22
C (-1.036, 1.481, -0.253)  0.21
N (-1.437, 2.580, -0.081)  -0.19
C (0.446, -0.509, 0.203)  -0.12
C (1.896, 0.136, 0.014)  0.36
O (2.971, -0.519, -0.362)  -0.46
H (0.448, -1.528, 0.889)  0.27
H (1.831, 1.219, 0.037)  0.15

=====

Density functional theory data (the ωB97M-V functional and the def2-TZVPD basis) for one molecule with the formula C5H2O at a distorted geometry.

As for the total energy: -266.72892 a.u. As for the maximum force: 1.92 eV/Å. Its structure (SMILES) is C1=C=COC=C=1. As for the LUMO energy: -0.604 eV. The calculation puts the frontier orbital gap at 8.641 eV. Its spin multiplicity is 1. For the energy above the lowest of the compared OMol25 structures with the same formula, charge and spin, the calculation gives 56.4 kcal per mole. The total charge is 0.

Last column: natural (NBO) charge in e.
CARTESIAN COORDINATES (ANGSTROEM)
C (0.398, 0.672, 1.127)  0.24
C (-0.876, 0.791, 1.162)  -0.34
C (-1.248, 0.080, -0.024)  0.31
O (-0.401, -0.484, -0.829)  -0.45
C (1.213, -0.384, -0.467)  0.10
C (1.564, 0.272, 0.629)  -0.28
H (-2.310, -0.015, -0.304)  0.20
H (1.660, -0.932, -1.294)  0.23